Version i
This record from the Open Molecules 2025 dataset describes a 2-piece molecular cluster, C5H10O overall. The level of theory is ωB97M-V with the def2-TZVPD basis set.

**Multiplicity**: 1
**Lowest unoccupied orbital energy**: 0.03444 hartree
**E_HOMO**: -9.610 eV
**SMILES**: O=C1CCC1.C
**Kohn-Sham gap**: 0.388 Eh

Positions of all 16 atoms, in Å:
O: 0.47 1.67 0.69
C: 1.49 -1.40 0.16
C: 0.68 0.48 0.66
C: -2.29 1.40 -0.99
C: 1.73 -0.40 1.32
C: 0.16 -0.68 -0.19
H: -0.71 -1.16 0.27
H: -2.64 0.63 -0.31
H: 2.72 0.05 1.44
H: -2.97 2.26 -0.96
H: 2.23 -1.29 -0.63
H: -0.07 -0.47 -1.24
H: -1.29 1.72 -0.68
H: 1.41 -2.46 0.44
H: -2.26 1.00 -2.01
H: 1.38 -0.78 2.29

---

Version ii
This record from the Open Molecules 2025 dataset describes one molecule with the formula C5H10O. The level of theory is ωB97M-V with the def2-TZVPD basis set.

**Multiplicity**: 1
**Lowest unoccupied orbital energy**: 0.03327 hartree
**E_HOMO**: -6.796 eV
**Kohn-Sham gap**: 0.283 Eh

Positions of all 16 atoms, in Å:
O: 0.73 -1.59 -0.32
C: -0.79 0.62 0.79
C: -0.28 -0.53 -1.33
C: 0.70 0.41 1.11
C: -0.91 0.70 -0.74
C: 1.38 -0.22 -0.08
H: -1.21 1.51 1.27
H: 1.20 1.37 1.29
H: 2.45 -0.42 0.12
H: 0.30 -0.42 -2.24
H: -0.37 1.58 -1.09
H: 0.36 -1.99 0.50
H: -1.96 0.75 -1.04
H: -1.39 -0.24 1.15
H: 0.80 -0.18 2.05
H: -1.02 -1.34 -1.43

---

Most stable structure, least stable structure: version i, version ii.

---

Version i
This record from the Open Molecules 2025 dataset describes C5H10O as an isolated structure. The level of theory is ωB97M-V with the def2-TZVPD basis set.

**Multiplicity**: 1
**Lowest unoccupied orbital energy**: 0.03165 hartree
**E_HOMO**: -8.681 eV
**Kohn-Sham gap**: 0.351 Eh

Positions of all 16 atoms, in Å:
O: 2.46 -0.74 -0.22
C: -1.35 -0.41 0.32
C: -1.57 1.06 -0.03
C: 1.71 0.87 -0.59
C: 1.04 -0.45 -0.48
C: 0.11 -0.75 0.68
H: 2.03 1.00 -1.64
H: 0.43 -0.16 1.54
H: 2.66 -0.17 0.56
H: -2.63 1.26 -0.22
H: -1.98 -0.68 1.18
H: -1.01 1.34 -0.94
H: 0.19 -1.82 0.94
H: -1.23 1.72 0.78
H: -1.67 -1.05 -0.51
H: 0.80 -1.02 -1.38

---

Version ii
This record from the Open Molecules 2025 dataset describes a 2-piece molecular cluster, C5H10O overall. The level of theory is ωB97M-V with the def2-TZVPD basis set.

**Multiplicity**: 1
**Lowest unoccupied orbital energy**: 0.02982 hartree
**E_HOMO**: -8.436 eV
**SMILES**: C=C/C=C/C.O
**Kohn-Sham gap**: 0.340 Eh

Positions of all 16 atoms, in Å:
O: -0.20 -1.54 -1.83
C: -2.39 0.04 -0.84
C: -0.25 0.81 0.38
C: 2.18 0.73 1.36
C: -1.47 0.08 0.10
C: 0.69 0.24 1.14
H: 0.01 -1.94 -2.71
H: -3.13 -0.63 -1.08
H: 2.95 0.11 0.89
H: 0.62 -0.76 1.52
H: -2.40 0.81 -1.67
H: 2.38 1.75 0.97
H: -1.78 -0.59 0.97
H: 2.32 0.88 2.43
H: 0.58 -1.65 -1.36
H: -0.09 1.65 -0.26

---

Version iii
This record from the Open Molecules 2025 dataset describes a 2-piece molecular cluster, C5H10O overall. The level of theory is ωB97M-V with the def2-TZVPD basis set.

**Multiplicity**: 1
**Lowest unoccupied orbital energy**: 0.03896 hartree
**E_HOMO**: -8.213 eV
**Kohn-Sham gap**: 0.341 Eh

Positions of all 16 atoms, in Å:
O: -1.31 -0.24 -0.56
C: -0.66 -0.10 0.66
C: -2.58 0.36 -0.60
C: 2.14 0.02 -0.90
C: 2.46 0.23 0.40
C: 0.56 -0.77 0.96
H: -0.84 0.89 1.09
H: 2.23 1.17 0.90
H: -2.92 0.30 -1.63
H: 0.63 -1.70 0.38
H: -0.96 -0.83 1.51
H: 2.49 -0.86 -1.43
H: -3.30 -0.16 0.04
H: 3.13 -0.43 0.94
H: 1.57 0.74 -1.47
H: -2.57 1.42 -0.31

---

Most stable structure, least stable structure: version ii, version iii.

---

Version i
This record from the Open Molecules 2025 dataset describes one molecule with the formula C5H10O. The level of theory is ωB97M-V with the def2-TZVPD basis set.

**Multiplicity**: 1
**Lowest unoccupied orbital energy**: 0.04282 hartree
**E_HOMO**: -10.171 eV
**SMILES**: CCC[C@H]1CO1
**Kohn-Sham gap**: 0.417 Eh

Positions of all 16 atoms, in Å:
O: -0.58 -0.50 -2.48
C: -0.16 -1.61 -1.71
C: -0.02 1.19 0.87
C: -0.82 0.40 -0.17
C: 0.05 -0.24 -1.23
C: 0.78 0.31 1.83
H: -1.45 -0.35 0.32
H: -1.51 1.08 -0.69
H: 0.67 -2.19 -2.14
H: 1.47 -0.35 1.29
H: 0.11 -0.32 2.43
H: 1.06 0.18 -1.34
H: -0.96 -2.20 -1.27
H: 1.37 0.92 2.52
H: 0.67 1.86 0.34
H: -0.70 1.83 1.44

---

Version ii
This record from the Open Molecules 2025 dataset describes one molecule with the formula C5H10O. The level of theory is ωB97M-V with the def2-TZVPD basis set.

**Multiplicity**: 1
**Lowest unoccupied orbital energy**: 0.04039 hartree
**E_HOMO**: -9.693 eV
**SMILES**: C=C[C@@H](C)CO
**Kohn-Sham gap**: 0.397 Eh

Positions of all 16 atoms, in Å:
O: 1.00 1.73 -0.15
C: 1.61 -1.40 -0.14
C: 0.39 -1.11 0.34
C: -0.57 -0.17 -0.29
C: -0.25 1.29 0.26
C: -2.05 -0.54 -0.09
H: 0.22 -1.40 1.37
H: -0.33 -0.14 -1.38
H: -2.24 -0.63 0.98
H: -2.78 0.14 -0.58
H: 1.69 1.11 0.18
H: -2.26 -1.52 -0.52
H: 1.95 -1.13 -1.16
H: 2.33 -1.92 0.50
H: -0.37 1.24 1.39
H: -0.99 2.01 -0.06

---

Most stable structure, least stable structure: version ii, version i.

---

Version i
This record from the Open Molecules 2025 dataset describes one molecule with the formula C5H10O. The level of theory is ωB97M-V with the def2-TZVPD basis set.

**Multiplicity**: 1
**Lowest unoccupied orbital energy**: 0.04021 hartree
**E_HOMO**: -10.157 eV
**SMILES**: OCC1CCC1
**Kohn-Sham gap**: 0.413 Eh

Positions of all 16 atoms, in Å:
O: 0.10 -0.29 2.48
C: 0.60 -0.08 -1.62
C: -0.77 0.33 1.56
C: -0.45 -0.23 0.20
C: -0.67 0.61 -1.06
C: 1.05 -0.40 -0.17
H: 1.32 0.51 -2.18
H: -1.81 0.10 1.80
H: 0.32 -0.99 -2.15
H: -0.91 -1.21 0.06
H: 1.72 0.39 0.22
H: 0.86 -0.56 1.92
H: 1.54 -1.37 -0.03
H: -0.53 1.69 -0.88
H: -0.66 1.43 1.56
H: -1.63 0.47 -1.57

---

Version ii
This record from the Open Molecules 2025 dataset describes a 3-piece molecular cluster, C5H10O overall. The level of theory is ωB97M-V with the def2-TZVPD basis set.

**Multiplicity**: 1
**Lowest unoccupied orbital energy**: 0.04227 hartree
**E_HOMO**: -9.671 eV
**Kohn-Sham gap**: 0.398 Eh

Positions of all 16 atoms, in Å:
O: 0.00 2.90 -0.99
C: 0.71 -0.71 0.43
C: -0.52 -0.56 -0.44
C: -1.67 -1.18 -0.24
C: 0.36 2.67 0.07
C: 2.01 -0.52 -0.34
H: 2.07 0.49 -0.76
H: 2.09 -1.23 -1.17
H: -2.31 1.92 1.46
H: 0.66 0.04 1.24
H: 2.88 -0.66 0.31
H: -2.53 -1.02 -0.89
H: 0.69 -1.69 0.92
H: -2.21 1.28 1.09
H: -1.81 -1.87 0.59
H: -0.43 0.13 -1.29

---

Most stable structure, least stable structure: version i, version ii.

---

Version i
This record from the Open Molecules 2025 dataset describes a 2-piece molecular cluster, C5H10O overall. The level of theory is ωB97M-V with the def2-TZVPD basis set.

**Multiplicity**: 1
**Lowest unoccupied orbital energy**: 0.03467 hartree
**E_HOMO**: -9.422 eV
**SMILES**: C=CC.CC=O
**Kohn-Sham gap**: 0.381 Eh

Positions of all 16 atoms, in Å:
O: -1.59 0.73 -1.95
C: -0.45 1.14 -2.24
C: 0.39 -1.60 2.07
C: 0.40 1.95 -1.23
C: -0.04 -0.20 2.07
C: 1.16 -2.33 1.23
H: 1.18 2.42 -1.88
H: -0.24 -2.20 2.72
H: 1.19 -3.41 1.40
H: -0.66 0.08 2.98
H: 0.80 0.53 1.97
H: -0.74 -0.04 1.09
H: 1.85 -2.03 0.49
H: -0.07 2.76 -0.79
H: 0.89 1.28 -0.57
H: -0.24 0.96 -3.26

---

Version ii
This record from the Open Molecules 2025 dataset describes one molecule with the formula C5H10O. The level of theory is ωB97M-V with the def2-TZVPD basis set.

**Multiplicity**: 1
**Lowest unoccupied orbital energy**: 0.04114 hartree
**E_HOMO**: -9.963 eV
**SMILES**: CC[C@H]1O[C@H]1C
**Kohn-Sham gap**: 0.407 Eh

Positions of all 16 atoms, in Å:
O: 0.59 -0.01 1.79
C: -0.30 -1.01 -1.72
C: -0.04 2.00 0.55
C: -0.45 0.65 1.07
C: 0.02 -0.67 0.67
C: 0.75 -0.98 -0.61
H: 0.07 -1.44 -2.64
H: -1.18 -1.59 -1.40
H: 0.99 1.98 0.18
H: 1.24 -1.96 -0.52
H: -0.70 2.41 -0.21
H: -0.66 0.01 -1.93
H: -1.44 0.65 1.54
H: 1.54 -0.25 -0.82
H: -0.62 -1.50 0.99
H: -0.06 2.68 1.41

---

Most stable structure, least stable structure: version ii, version i.

---

Version i
This record from the Open Molecules 2025 dataset describes one molecule with the formula C2H3N3O. The level of theory is ωB97M-V with the def2-TZVPD basis set.

**Multiplicity**: 1
**Lowest unoccupied orbital energy**: -0.01694 hartree
**E_HOMO**: -11.461 eV
**SMILES**: Cc1nnon1
**Kohn-Sham gap**: 0.404 Eh

Positions of all 9 atoms, in Å:
O: 2.21 -0.69 0.00
N: 0.91 -1.18 0.03
N: 0.81 1.07 0.06
N: 2.10 0.80 -0.03
C: 0.19 -0.17 0.17
C: -1.29 -0.07 -0.08
H: -1.16 0.97 -0.22
H: -2.03 -0.21 0.99
H: -1.73 -0.53 -0.91

---

Version ii
This record from the Open Molecules 2025 dataset describes one molecule with the formula C2H3N3O. The level of theory is ωB97M-V with the def2-TZVPD basis set.

**Multiplicity**: 1
**Lowest unoccupied orbital energy**: -0.02615 hartree
**E_HOMO**: -9.689 eV
**Kohn-Sham gap**: 0.330 Eh

Positions of all 9 atoms, in Å:
O: 1.99 0.14 -0.42
N: -1.19 -1.25 -0.05
N: 0.09 -1.24 -0.36
N: -1.74 -0.12 0.11
C: 0.10 1.09 0.33
C: 0.66 -0.04 -0.18
H: -2.70 -0.33 0.44
H: 2.49 -0.29 0.29
H: 0.34 2.04 -0.17

---

Version iii
This record from the Open Molecules 2025 dataset describes one molecule with the formula C2H3N3O. The level of theory is ωB97M-V with the def2-TZVPD basis set.

**Multiplicity**: 1
**Lowest unoccupied orbital energy**: 0.02614 hartree
**E_HOMO**: -8.328 eV
**Kohn-Sham gap**: 0.332 Eh

Positions of all 9 atoms, in Å:
O: 2.14 0.56 -0.11
N: -0.74 -1.28 -0.03
N: 0.57 -1.01 -0.10
N: -1.24 -0.07 0.08
C: -0.34 0.95 0.08
C: 0.93 0.32 -0.04
H: -2.25 0.01 0.15
H: -0.62 1.99 0.17
H: 1.53 -1.45 -0.20

---

Version iv
This record from the Open Molecules 2025 dataset describes one molecule with the formula C2H3N3O. The level of theory is ωB97M-V with the def2-TZVPD basis set.

**Multiplicity**: 1
**Lowest unoccupied orbital energy**: -0.00487 hartree
**E_HOMO**: -10.567 eV
**SMILES**: CN(C#N)N=O
**Kohn-Sham gap**: 0.383 Eh

Positions of all 9 atoms, in Å:
O: -0.86 -1.80 -1.26
N: -0.90 -1.51 -0.08
N: -0.31 0.43 2.66
N: -0.40 -0.28 0.22
C: 0.51 0.64 -0.63
C: -0.39 0.11 1.56
H: 0.14 1.18 -1.52
H: 0.97 1.29 0.08
H: 1.24 -0.06 -1.05

---

Most stable structure, least stable structure: version iii, version ii.